1.
This record from the OMol25 dataset describes a molecular structure, C66H55Cl2CsN8O3P2S2 in a non-equilibrium geometry. The level of theory is wB97M-V/def2-TZVPD.

Calculated values
Spin multiplicity ... 1
HOMO ... -0.347 eV
Total charge ... -2

XYZ file:
```
139
C66H55Cl2CsN8O3P2S2 wB97M-V/def2-TZVPD
Cs 0.928 0.389 -2.100
Cl -1.448 1.119 -9.548
C -1.275 1.622 -7.881
C -0.937 0.680 -6.930
C -0.762 0.999 -5.581
N -0.451 -0.027 -4.683
C 0.466 -0.917 -5.012
O 1.417 -0.857 -5.820
C 0.283 -2.255 -4.306
C 0.103 -3.384 -5.109
C -0.121 -4.606 -4.509
C -0.131 -4.684 -3.121
C 0.088 -3.522 -2.405
N 0.291 -2.333 -2.975
C -1.038 2.334 -5.180
C -1.344 3.283 -6.163
C -1.454 2.939 -7.497
Cl -1.844 4.181 -8.661
N -1.017 2.740 -3.850
C -1.311 4.004 -3.315
O -1.088 5.118 -3.795
C -2.875 2.086 -2.458
C -3.832 2.340 -3.544
C -5.121 1.937 -3.442
C -5.595 1.282 -2.276
C -4.658 1.112 -1.275
N -3.380 1.458 -1.307
H -0.768 -0.342 -7.242
H 0.135 -3.270 -6.184
H -0.287 -5.491 -5.113
H -0.302 -5.618 -2.602
H 0.093 -3.537 -1.321
H -1.503 4.306 -5.854
H -3.499 2.868 -4.428
H -5.798 2.132 -4.270
H -6.613 0.932 -2.169
H -4.974 0.620 -0.349
C 2.590 -1.015 6.522
S 0.935 -1.736 6.540
C 0.837 -2.472 4.887
C 0.801 -1.498 3.705
C 2.192 -1.276 3.115
N 2.181 -0.617 1.803
P 3.300 -1.051 0.567
C 4.873 -1.333 1.491
C 5.283 -2.549 2.034
C 6.504 -2.661 2.685
C 7.341 -1.559 2.792
C 6.958 -0.347 2.234
C 5.739 -0.242 1.580
C 2.929 -2.768 0.035
C 2.366 -3.812 0.771
C 2.247 -5.081 0.224
C 2.695 -5.330 -1.066
C 3.236 -4.300 -1.818
C 3.341 -3.029 -1.272
P 1.641 1.000 1.469
C 2.674 2.131 2.478
C 2.422 3.495 2.290
C 3.198 4.453 2.917
C 4.248 4.070 3.745
C 4.518 2.722 3.927
C 3.738 1.761 3.293
C 0.018 1.217 2.268
C -1.077 0.826 1.501
C -2.373 1.015 1.954
C -2.580 1.605 3.191
C -1.497 2.006 3.967
C -0.203 1.822 3.505
H 2.859 -0.809 7.557
H 2.623 -0.082 5.962
H 3.311 -1.721 6.108
H -0.084 -3.056 4.923
H 1.664 -3.183 4.787
H 0.358 -0.558 4.030
H 0.148 -1.890 2.921
H 2.662 -2.251 2.989
H 2.828 -0.738 3.822
H 4.648 -3.423 1.942
H 6.804 -3.615 3.102
H 8.295 -1.648 3.298
H 7.611 0.515 2.296
H 5.449 0.702 1.132
H 1.994 -3.644 1.772
H 1.794 -5.874 0.806
H 2.589 -6.318 -1.496
H 3.538 -4.470 -2.843
H 3.739 -2.221 -1.876
H 1.610 3.804 1.639
H 2.988 5.504 2.755
H 4.854 4.821 4.236
H 5.341 2.410 4.559
H 3.990 0.717 3.423
H -0.931 0.364 0.535
H -3.193 0.738 1.304
H -3.589 1.782 3.544
H -1.661 2.478 4.928
H 0.635 2.151 4.111
N -3.828 -3.980 -0.736
C -3.694 -3.119 -1.851
C -4.501 -3.386 -2.957
C -4.441 -2.510 -4.028
C -3.586 -1.422 -3.962
C -2.827 -1.260 -2.814
N -2.876 -2.090 -1.770
C -3.032 -4.187 0.362
C -3.505 -5.078 1.354
C -2.730 -5.313 2.462
C -1.500 -4.667 2.589
C -1.132 -3.815 1.566
N -1.859 -3.574 0.477
H -4.618 -4.598 -0.798
H -5.159 -4.247 -2.968
H -5.063 -2.675 -4.900
H -3.502 -0.696 -4.759
H -2.166 -0.410 -2.736
H -4.473 -5.552 1.241
H -3.082 -5.988 3.233
H -0.859 -4.821 3.446
H -0.186 -3.285 1.607
C 0.027 5.782 3.420
C -0.942 6.887 3.775
O -0.838 7.559 4.778
S -2.284 7.209 2.658
C -2.042 6.054 1.348
C -1.258 6.376 0.243
C -1.145 5.504 -0.817
C -1.825 4.264 -0.845
C -2.579 3.939 0.305
C -2.696 4.819 1.363
C -1.793 3.487 -2.058
C -1.420 2.006 -2.587
H -0.500 4.860 3.179
H 0.709 5.634 4.257
H 0.585 6.060 2.523
H -0.741 7.329 0.216
H -0.567 5.791 -1.684
H -3.089 2.989 0.323
H -3.312 4.555 2.217
```

2.
This record from the OMol25 dataset describes a molecular structure, C66H65Co2N3O6P in a non-equilibrium geometry. The level of theory is wB97M-V/def2-TZVPD.

Calculated values
Spin multiplicity ... 1
HOMO ... -8.837 eV
Total charge ... +1

XYZ file:
```
143
C66H65Co2N3O6P wB97M-V/def2-TZVPD
C 6.901 4.218 4.934
O 6.376 2.940 5.360
C 5.201 2.508 4.829
C 4.477 3.226 3.844
C 3.467 2.591 3.135
C 3.143 1.236 3.389
C 2.191 0.498 2.597
N 2.079 -0.889 2.801
C 3.123 -1.855 2.636
C 2.940 -3.133 3.204
C 1.817 -3.492 4.171
C 2.345 -3.651 5.595
C 1.038 -4.726 3.716
C 3.847 -4.151 2.903
C 4.929 -3.926 2.060
C 5.139 -2.657 1.543
C 4.266 -1.601 1.811
C 4.675 -0.281 1.150
C 4.796 -0.377 -0.364
C 5.966 0.278 1.761
N 0.760 -1.231 2.755
N 0.094 -0.088 2.415
C -1.309 0.054 2.669
C -1.903 -0.732 3.683
C -1.109 -1.124 4.917
C -1.838 -2.073 5.863
C -0.539 0.096 5.645
C -3.260 -1.041 3.573
C -4.051 -0.370 2.642
C -3.497 0.611 1.823
C -2.118 0.901 1.860
C -1.543 2.078 1.137
C -1.161 3.229 2.064
C -2.433 2.592 0.024
C 1.039 0.806 1.882
C 0.793 1.483 0.644
C 3.760 0.600 4.501
C 4.754 1.218 5.221
H 7.857 4.290 5.452
H 7.050 4.243 3.844
H 6.238 5.040 5.245
H 4.744 4.262 3.619
H 2.916 3.119 2.356
H 1.115 -2.655 4.161
H 2.861 -2.738 5.917
H 1.520 -3.845 6.291
H 3.054 -4.489 5.653
H 0.707 -4.613 2.676
H 1.652 -5.634 3.794
H 0.149 -4.857 4.346
H 3.691 -5.136 3.350
H 5.610 -4.742 1.813
H 6.007 -2.468 0.906
H 3.885 0.451 1.321
H 3.838 -0.680 -0.796
H 5.057 0.603 -0.785
H 5.556 -1.105 -0.672
H 5.957 0.191 2.853
H 6.850 -0.250 1.375
H 6.062 1.344 1.512
H -0.256 -1.694 4.528
H -2.156 -2.975 5.333
H -1.158 -2.385 6.662
H -2.716 -1.606 6.327
H 0.031 0.731 4.954
H -1.348 0.703 6.081
H 0.139 -0.228 6.447
H -3.708 -1.774 4.248
H -5.120 -0.580 2.584
H -4.149 1.164 1.146
H -0.441 1.699 0.604
H -0.479 2.921 2.866
H -0.650 4.003 1.480
H -2.056 3.661 2.531
H -2.953 1.787 -0.504
H -3.191 3.281 0.419
H -1.823 3.132 -0.717
H 1.259 2.486 0.738
H 1.290 1.059 -0.251
H 3.424 -0.399 4.786
H 5.242 0.720 6.060
O -0.206 -4.135 -2.874
C -1.089 -3.398 -2.771
Co -2.510 -2.366 -2.781
C -3.645 -3.392 -3.653
O -4.362 -4.121 -4.198
C -3.224 -2.915 -1.274
O -3.685 -3.245 -0.269
C -2.399 -0.526 -1.969
C -1.100 -0.107 -1.692
C -0.216 -0.266 -0.628
C 0.821 -1.314 -0.824
C 0.913 -2.415 0.052
C 1.865 -3.406 -0.160
C 2.678 -3.370 -1.296
C 2.562 -2.309 -2.198
C 1.682 -1.262 -1.924
Co -1.490 -0.038 -3.464
C -0.030 0.716 -4.020
O 0.951 1.221 -4.406
C -1.615 -1.486 -4.613
O -1.361 -1.960 -5.659
P -2.926 1.064 -4.741
C -2.021 2.321 -5.718
C -1.910 3.668 -5.353
C -1.004 4.493 -6.031
C -0.287 4.007 -7.126
C -0.478 2.689 -7.557
C -1.336 1.846 -6.848
C -3.960 0.369 -6.087
C -4.426 1.184 -7.134
C -5.266 0.655 -8.117
C -5.669 -0.684 -8.050
C -5.229 -1.491 -6.999
C -4.391 -0.961 -6.016
C -4.213 1.933 -3.758
C -5.560 1.528 -3.808
C -6.517 2.192 -3.036
C -6.142 3.241 -2.193
C -4.795 3.606 -2.096
C -3.834 2.936 -2.857
H -3.284 -0.121 -1.471
H -0.687 -0.256 0.349
H 0.184 -2.506 0.858
H 1.955 -4.230 0.551
H 3.386 -4.179 -1.489
H 3.165 -2.286 -3.111
H 1.648 -0.384 -2.567
H -2.523 4.078 -4.555
H -0.865 5.523 -5.695
H 0.422 4.651 -7.652
H 0.042 2.308 -8.437
H -1.483 0.815 -7.178
H -4.125 2.231 -7.188
H -5.607 1.292 -8.933
H -6.331 -1.095 -8.812
H -5.537 -2.534 -6.929
H -4.076 -1.586 -5.181
H -5.856 0.705 -4.464
H -7.559 1.875 -3.093
H -6.892 3.773 -1.606
H -4.488 4.417 -1.438
H -2.780 3.203 -2.759
```

3.
This record from the OMol25 dataset describes a molecular structure, C66H68F8I5N2O in a non-equilibrium geometry. The level of theory is wB97M-V/def2-TZVPD.

Calculated values
Spin multiplicity ... 1
HOMO ... -10.317 eV
Total charge ... +1

XYZ file:
```
150
C66H68F8I5N2O wB97M-V/def2-TZVPD
C -2.805 2.388 0.962
C -1.654 2.219 1.259
C -0.225 1.782 1.263
C 0.675 2.947 0.745
I -0.220 4.871 1.274
C 2.128 2.928 1.323
C 2.443 3.788 2.558
C 0.024 1.486 2.805
I -1.491 2.121 4.196
C 0.114 -0.197 2.940
I -0.794 -0.626 4.806
C -0.530 -0.706 1.595
C 0.236 -2.010 1.161
C 0.861 -2.849 2.300
C 2.380 -2.606 2.466
I 0.720 -4.938 1.644
C -2.050 -0.976 1.586
I -2.617 -2.823 2.564
C -2.698 -0.932 0.171
C -3.946 -1.791 -0.079
N 0.011 0.409 0.689
N 0.015 0.182 -0.731
C -0.826 1.032 -1.568
C 1.344 0.063 -1.363
C 2.361 1.187 -1.461
O 1.591 -0.987 -1.876
H -3.742 2.736 0.583
H 0.746 3.019 -0.335
H 2.833 3.215 0.539
H 2.382 1.889 1.593
H 1.713 3.704 3.365
H 3.381 3.399 2.979
H 2.657 4.827 2.315
H 0.948 1.811 3.270
H 1.184 -0.350 3.051
H 1.083 -1.777 0.499
H -0.410 -2.639 0.550
H 0.316 -2.847 3.239
H 2.872 -3.141 1.650
H 2.645 -1.553 2.299
H 2.762 -2.987 3.411
H -2.533 -0.198 2.186
H -3.023 0.101 0.017
H -1.974 -1.198 -0.604
H -4.728 -1.663 0.672
H -3.732 -2.841 -0.276
H -4.393 -1.411 -1.009
H 1.005 0.294 0.935
H -1.793 1.298 -1.153
H -0.353 1.960 -1.920
H -1.037 0.466 -2.483
H 3.068 0.911 -2.242
H 1.957 2.160 -1.737
H 2.942 1.200 -0.534
F -6.840 -2.122 3.173
C -6.608 -1.438 4.313
C -7.655 -0.779 4.928
C -7.412 -0.080 6.102
C -6.130 -0.041 6.636
C -5.091 -0.706 5.999
C -5.330 -1.416 4.831
H -8.644 -0.816 4.491
H -8.223 0.434 6.601
H -5.943 0.507 7.550
H -4.091 -0.673 6.414
H -4.535 -1.948 4.321
F 3.711 2.503 -4.162
C 2.829 2.427 -5.188
C 2.488 3.577 -5.869
C 1.589 3.494 -6.922
C 1.037 2.268 -7.271
C 1.389 1.122 -6.570
C 2.297 1.197 -5.522
H 2.924 4.524 -5.576
H 1.318 4.386 -7.470
H 0.334 2.207 -8.090
H 0.958 0.167 -6.840
H 2.591 0.313 -4.970
F -2.338 7.503 2.004
C -3.525 7.605 1.365
C -3.782 6.777 0.290
C -5.003 6.880 -0.361
C -5.941 7.811 0.063
C -5.661 8.637 1.143
C -4.446 8.533 1.804
H -3.032 6.063 -0.029
H -5.222 6.234 -1.201
H -6.891 7.892 -0.449
H -6.390 9.366 1.471
H -4.213 9.162 2.653
F -9.143 -2.063 8.608
C -8.199 -2.963 8.944
C -7.893 -3.156 10.277
C -6.923 -4.087 10.621
C -6.264 -4.805 9.632
C -6.580 -4.596 8.297
C -7.556 -3.673 7.948
H -8.412 -2.582 11.034
H -6.681 -4.251 11.662
H -5.506 -5.527 9.903
H -6.066 -5.151 7.524
H -7.820 -3.504 6.912
F 4.227 6.996 -3.561
C 5.180 6.432 -2.789
C 5.375 5.067 -2.855
C 6.357 4.489 -2.063
C 7.122 5.279 -1.215
C 6.908 6.650 -1.161
C 5.934 7.235 -1.957
H 4.765 4.467 -3.517
H 6.527 3.421 -2.111
H 7.886 4.826 -0.597
H 7.501 7.266 -0.498
H 5.757 8.303 -1.936
F 6.641 -8.366 0.890
C 5.412 -8.317 0.343
C 5.150 -9.059 -0.792
C 3.880 -9.010 -1.351
C 2.897 -8.215 -0.775
C 3.182 -7.474 0.363
C 4.446 -7.526 0.932
H 5.932 -9.665 -1.229
H 3.661 -9.591 -2.234
H 1.909 -8.176 -1.216
H 2.419 -6.849 0.813
H 4.684 -6.962 1.825
F 4.912 5.841 -10.067
C 5.336 6.336 -8.889
C 4.597 6.086 -7.750
C 5.036 6.592 -6.535
C 6.200 7.346 -6.476
C 6.929 7.590 -7.632
C 6.499 7.079 -8.849
H 3.688 5.503 -7.819
H 4.472 6.399 -5.637
H 6.538 7.743 -5.527
H 7.834 8.181 -7.588
H 7.058 7.252 -9.759
F 2.844 -11.163 -3.574
C 1.496 -11.196 -3.616
C 0.844 -10.619 -4.688
C -0.542 -10.658 -4.730
C -1.254 -11.261 -3.701
C -0.579 -11.830 -2.629
C 0.807 -11.804 -2.586
H 1.417 -10.149 -5.476
H -1.068 -10.218 -5.567
H -2.335 -11.286 -3.735
H -1.133 -12.297 -1.825
H 1.353 -12.249 -1.764
```

no.,LUMO level (eV),total energy (eV),frontier orbital gap (Ha)
1,2.898,-153239.3547,0.11923
2,-4.283,-170779.0613,0.16733
3,-3.215,-136802.2765,0.26097